C26H78F2O13Sn | ωB97M-V/def2-TZVPD

Its HOMO-LUMO gap is 8.48 eV. As for the spin multiplicity: 1.

Last column: Mulliken charge in e.
Positions of all 120 atoms, in Å:
Sn 0.958 -0.080 -0.225  0.372
F 3.700 2.506 -3.216  -0.947
F -1.938 -0.964 0.719  -0.028
C 3.777 3.220 2.778  -0.432
C 2.651 3.764 3.708  -0.401
O 1.901 2.654 4.188  -0.521
H 4.475 2.545 3.273  0.372
H 4.302 4.053 2.310  0.412
H 3.380 2.714 1.898  -0.412
H 1.951 4.424 3.196  0.170
H 3.040 4.318 4.563  0.547
H 1.671 2.921 5.081  0.292
C 1.008 3.877 0.545  0.054
C 2.216 3.843 -0.371  -0.871
O 2.384 2.488 -0.867  -0.324
H 1.122 3.260 1.436  -0.368
H 0.076 3.578 0.064  0.019
H 0.846 4.882 0.933  0.598
H 3.117 4.252 0.086  0.267
H 1.998 4.427 -1.265  0.486
H 2.890 2.514 -1.682  -0.007
C -0.678 -2.223 -4.990  -1.316
C -0.629 -1.209 -3.862  -0.030
O -0.241 -1.813 -2.647  0.620
H -1.442 -2.985 -4.839  0.288
H 0.297 -2.708 -5.032  0.233
H -0.809 -1.706 -5.941  0.386
H -1.570 -0.661 -3.807  0.237
H 0.180 -0.522 -4.108  0.251
H -1.054 -2.221 -2.341  -0.174
C 3.001 -2.431 -3.217  -0.096
C 3.625 -1.062 -3.253  -0.597
O 2.805 -0.078 -2.744  -0.053
H 2.114 -2.433 -3.850  -0.309
H 2.603 -2.597 -2.216  -0.270
H 3.630 -3.270 -3.513  0.493
H 3.817 -0.656 -4.246  0.467
H 4.613 -0.996 -2.797  0.287
H 3.202 0.768 -2.963  0.150
C 0.617 -0.724 4.038  -0.744
C 1.968 -0.579 3.429  -0.071
O 1.981 0.478 2.542  0.977
H 0.626 -1.572 4.723  0.518
H -0.138 -0.883 3.268  -0.158
H 0.264 0.157 4.573  0.273
H 2.262 -1.519 2.963  0.048
H 2.702 -0.265 4.171  0.233
H 2.013 1.272 3.081  -0.653
C 1.787 -4.365 1.698  -1.259
C 0.578 -3.774 0.974  0.414
O 1.056 -3.087 -0.183  -0.280
H 2.320 -5.067 1.056  0.424
H 1.575 -4.907 2.619  0.388
H 2.441 -3.540 1.982  0.148
H 0.145 -3.106 1.719  -0.228
H -0.168 -4.524 0.713  0.253
H 1.345 -3.726 -0.838  0.121
C -3.289 -4.607 -2.391  -1.301
C -3.171 -3.749 -1.132  0.239
O -2.781 -2.432 -1.399  -0.696
H -4.108 -4.180 -2.970  0.312
H -3.516 -5.643 -2.139  0.419
H -2.331 -4.621 -2.910  0.236
H -2.509 -4.209 -0.398  0.004
H -4.095 -3.721 -0.554  0.279
H -2.480 -2.036 -0.577  0.116
C -0.462 3.190 -5.461  -0.909
C 0.961 3.377 -5.119  -0.321
O 1.128 3.165 -3.759  -0.496
H -0.650 3.343 -6.524  0.443
H -1.146 3.857 -4.936  0.250
H -0.791 2.181 -5.211  0.039
H 1.437 4.341 -5.298  0.329
H 1.579 2.664 -5.663  0.299
H 2.067 3.032 -3.607  0.214
C -6.782 -0.638 1.873  -1.417
C -5.624 -0.860 0.973  0.205
O -4.687 0.199 1.099  -0.493
H -6.393 -0.575 2.889  0.302
H -7.540 -1.416 1.776  0.359
H -7.206 0.307 1.532  0.338
H -5.997 -0.868 -0.052  0.358
H -5.190 -1.837 1.184  0.049
H -3.799 -0.158 1.016  0.033
C -3.562 -1.984 3.877  -0.951
C -2.456 -2.952 3.498  0.095
O -2.497 -3.264 2.171  -0.469
H -4.556 -2.357 3.631  0.256
H -3.477 -0.999 3.419  0.013
H -3.632 -1.763 4.942  0.491
H -2.684 -3.877 4.028  0.434
H -1.489 -2.634 3.888  -0.103
H -2.342 -2.482 1.636  -0.161
C -2.844 1.830 -1.242  -0.420
C -1.880 2.263 -2.301  -0.504
O -0.565 1.913 -1.932  0.545
H -3.862 2.136 -1.482  0.488
H -2.525 2.339 -0.332  -0.165
H -2.871 0.750 -1.099  -0.041
H -1.967 3.319 -2.557  0.351
H -2.112 1.746 -3.232  0.244
H 0.024 2.385 -2.525  -0.031
C -1.373 3.257 3.115  -1.040
C -2.071 2.052 2.512  0.020
O -1.120 1.424 1.700  1.183
H -0.909 3.798 2.290  0.133
H -0.594 2.870 3.772  0.032
H -2.048 3.916 3.660  0.493
H -2.944 2.387 1.950  0.300
H -2.515 1.348 3.215  0.045
H -1.586 0.665 1.342  -0.813
C 5.450 0.102 1.433  -0.875
C 4.911 -0.256 0.055  -0.012
O 3.902 -1.190 0.284  -0.209
H 6.227 0.862 1.350  0.403
H 5.839 -0.758 1.977  0.432
H 4.645 0.519 2.039  -0.141
H 5.667 -0.687 -0.602  0.310
H 4.488 0.578 -0.506  0.068
H 4.342 -2.023 0.471  0.162

C26H78N24O17S | ωB97M-V/def2-TZVPD

Its HOMO-LUMO gap is 9.05 eV. As for the spin multiplicity: 1.

Last column: Mulliken charge in e.
Positions of all 146 atoms, in Å:
C -0.691 -0.789 1.371  -0.690
C -1.484 0.044 0.330  1.238
O -2.666 -0.640 -0.122  -0.651
C -2.495 -1.267 -1.378  0.182
C -2.864 -0.389 -2.587  -0.940
O -2.283 0.918 -2.506  -0.345
S -0.867 0.989 -3.390  0.463
O -1.014 2.227 -4.152  -0.687
O 0.190 1.229 -2.180  -0.137
C 0.247 2.586 -1.670  -1.055
C 1.075 2.577 -0.395  0.023
C 2.614 2.696 -0.526  -0.658
C 3.185 3.688 -1.580  -0.984
C 3.940 2.939 -2.703  -0.898
C 3.042 1.952 -3.460  1.774
C 3.742 1.213 -4.617  -0.885
C 3.525 -0.314 -4.525  -0.652
C 4.081 -0.941 -3.230  -0.567
O 3.181 -1.963 -2.775  -0.492
C 2.599 -1.651 -1.528  -0.537
H 0.346 -0.880 1.040  0.275
H -1.133 -1.775 1.516  0.408
H -0.650 -0.254 2.326  -0.616
H -1.776 1.032 0.697  0.629
H -0.830 0.199 -0.526  -1.088
H -3.145 -2.150 -1.398  0.063
H -1.485 -1.660 -1.529  0.235
H -3.943 -0.292 -2.716  0.331
H -2.446 -0.902 -3.464  0.550
H 0.537 3.313 -2.424  0.758
H -0.777 2.853 -1.372  0.853
H 0.898 1.596 0.066  -0.605
H 0.730 3.309 0.337  0.281
H 2.954 3.058 0.448  0.765
H 3.083 1.717 -0.645  0.126
H 3.950 4.284 -1.069  0.318
H 2.456 4.403 -1.970  0.455
H 4.780 2.409 -2.237  0.304
H 4.384 3.631 -3.427  0.373
H 2.175 2.516 -3.820  0.164
H 2.676 1.208 -2.750  -1.314
H 4.799 1.462 -4.748  0.488
H 3.232 1.514 -5.542  0.395
H 2.454 -0.534 -4.545  0.258
H 4.036 -0.774 -5.377  0.333
H 5.081 -1.352 -3.392  0.414
H 4.140 -0.194 -2.432  0.243
H 3.289 -1.808 -0.689  0.326
H 2.212 -0.626 -1.477  0.142
H 1.754 -2.331 -1.379  0.339
C 2.964 0.606 2.920  0.540
O 2.703 0.442 1.734  -0.540
N 4.226 0.896 3.364  -0.438
N 2.003 0.530 3.871  -0.121
H 4.452 1.043 4.328  0.147
H 4.950 0.967 2.675  0.233
H 1.071 0.345 3.554  0.019
H 2.153 0.662 4.852  0.188
C -2.317 -4.235 -3.764  0.619
O -1.578 -3.497 -3.136  -0.474
N -3.675 -4.057 -3.771  -0.343
N -1.859 -5.297 -4.487  -0.473
H -4.318 -4.650 -4.262  0.179
H -4.035 -3.284 -3.241  0.181
H -0.869 -5.453 -4.491  0.219
H -2.453 -5.919 -5.002  0.151
C -0.073 2.238 6.492  0.670
O 0.980 1.797 6.047  -0.670
N -0.102 3.166 7.501  -0.420
N -1.274 1.860 5.996  -0.108
H -0.947 3.552 7.874  0.147
H 0.778 3.467 7.875  0.232
H -1.280 1.188 5.231  0.098
H -2.149 2.224 6.324  0.175
C -4.400 1.469 2.803  0.052
O -4.481 1.991 3.904  -0.695
N -3.256 1.488 2.063  0.669
N -5.456 0.825 2.215  -0.242
H -3.166 1.073 1.153  -0.043
H -2.460 1.952 2.463  0.027
H -6.315 0.788 2.731  0.223
H -5.412 0.396 1.310  0.165
C -4.635 -6.972 -0.688  0.535
O -4.827 -7.815 -1.547  -0.673
N -4.990 -7.157 0.622  -0.418
N -4.041 -5.773 -0.949  -0.197
H -4.846 -6.469 1.340  0.237
H -5.428 -8.026 0.866  0.177
H -3.752 -5.593 -1.894  0.185
H -3.880 -5.068 -0.252  0.204
C -2.698 -1.345 4.605  0.410
O -2.054 -0.310 4.519  -0.521
N -3.569 -1.709 3.619  -0.213
N -2.602 -2.188 5.666  -0.284
H -4.127 -2.539 3.642  0.203
H -3.641 -1.091 2.832  0.153
H -1.959 -1.944 6.402  0.111
H -3.124 -3.038 5.748  0.127
C -0.793 -3.163 9.263  0.647
O -0.766 -3.193 8.043  -0.638
N 0.341 -3.050 10.011  -0.409
N -1.958 -3.239 9.974  -0.367
H 0.347 -3.023 11.012  0.157
H 1.211 -2.991 9.516  0.221
H -2.809 -3.322 9.452  0.212
H -2.001 -3.215 10.975  0.164
C -2.227 -5.687 3.140  0.812
O -3.302 -5.364 3.626  -0.690
N -1.033 -5.368 3.720  -0.355
N -2.144 -6.389 1.977  -0.330
H -0.142 -5.621 3.337  0.162
H -1.064 -4.852 4.577  0.203
H -3.013 -6.632 1.535  -0.016
H -1.282 -6.665 1.548  0.159
C 6.509 2.862 -7.139  0.674
O 5.965 2.518 -6.101  -0.642
N 7.515 2.138 -7.710  -0.412
N 6.148 3.995 -7.809  -0.430
H 7.974 2.397 -8.563  0.157
H 7.800 1.298 -7.241  0.209
H 5.410 4.546 -7.413  0.215
H 6.577 4.297 -8.663  0.151
C 0.850 6.635 2.143  0.708
O 2.050 6.834 2.071  -0.671
N 0.277 5.960 3.184  -0.361
N -0.024 7.065 1.183  -0.358
H -0.707 5.783 3.258  0.169
H 0.889 5.623 3.903  0.170
H 0.362 7.559 0.401  0.196
H -1.014 6.910 1.221  0.158
C 4.473 -1.614 -8.979  0.608
O 5.313 -1.533 -9.860  -0.667
N 4.211 -0.592 -8.116  -0.215
N 3.726 -2.744 -8.784  -0.361
H 3.527 -0.640 -7.385  0.153
H 4.743 0.251 -8.227  0.097
H 3.894 -3.516 -9.401  0.214
H 3.033 -2.834 -8.066  0.173
C -3.732 4.850 0.429  0.659
O -2.524 4.802 0.598  -0.598
N -4.609 4.242 1.277  -0.303
N -4.296 5.516 -0.624  -0.433
H -5.604 4.263 1.165  0.144
H -4.215 3.747 2.055  0.172
H -3.673 5.970 -1.265  0.246
H -5.283 5.569 -0.785  0.140